# 1
Below is 8 unconnected molecules or ions with the total composition C38H44N7O2P, with properties calculated with ωB97M-V with the def2-TZVPD basis set.

Bonds (Å) are listed after each position.
Element x y z (Å)
1 C 1.67 1.33 -1.89  C2 1.520, H7 1.086, H8 1.091, H9 1.093
2 C 0.52 1.28 -2.88  C1 1.520, O3 1.430, C4 1.537, H10 1.096
3 O -0.36 0.23 -2.47  C2 1.430, H11 0.962
4 C -0.20 2.64 -2.96  C2 1.537, P5 1.850, H12 1.093, H13 1.097
5 P 0.51 3.91 -4.10  C4 1.850, O6 1.671, H14 1.422
6 O 1.67 4.62 -3.14  P5 1.671, H15 0.963
7 H 2.18 0.38 -1.81  C1 1.086
8 H 2.37 2.10 -2.21  C1 1.091
9 H 1.28 1.63 -0.91  C1 1.093
10 H 0.93 1.03 -3.87  C2 1.096
11 H -1.28 0.51 -2.58  O3 0.962
12 H -1.26 2.52 -3.19  C4 1.093
13 H -0.16 3.09 -1.96  C4 1.097
14 H 1.38 3.05 -4.82  P5 1.422
15 H 1.47 4.52 -2.21  O6 0.963
16 N -2.18 -1.45 0.87  C17 1.333, C21 1.335
17 C -2.76 -2.43 1.56  N16 1.333, C18 1.386, H22 1.085
18 C -2.62 -3.77 1.24  C17 1.386, C19 1.387, H23 1.082
19 C -1.83 -4.12 0.16  C18 1.387, C20 1.385, H24 1.084
20 C -1.22 -3.11 -0.57  C19 1.385, C21 1.387, H25 1.082
21 C -1.42 -1.80 -0.18  N16 1.335, C20 1.387, H26 1.084
22 H -3.37 -2.12 2.40  C17 1.085
23 H -3.12 -4.52 1.84  C18 1.082
24 H -1.70 -5.16 -0.12  C19 1.084
25 H -0.59 -3.33 -1.43  C20 1.082
26 H -0.96 -0.98 -0.72  C21 1.084
27 N -5.93 2.50 1.05  C28 1.331, C32 1.332
28 C -5.36 3.68 1.31  N27 1.331, C29 1.387, H33 1.085
29 C -3.99 3.87 1.41  C28 1.387, C30 1.386, H34 1.081
30 C -3.17 2.77 1.24  C29 1.386, C31 1.387, H35 1.084
31 C -3.74 1.53 0.98  C30 1.387, C32 1.388, H36 1.085
32 C -5.12 1.46 0.89  N27 1.332, C31 1.388, H37 1.085
33 H -6.05 4.51 1.45  C28 1.085
34 H -3.59 4.85 1.62  C29 1.081
35 H -2.09 2.87 1.31  C30 1.084
36 H -3.13 0.64 0.86  C31 1.085
37 H -5.61 0.51 0.69  C32 1.085
38 N -1.61 6.65 2.79  C39 1.331, C43 1.332
39 C -0.49 7.30 2.47  N38 1.331, C40 1.386, H44 1.085
40 C 0.76 6.95 2.97  C39 1.386, C41 1.386, H45 1.082
41 C 0.86 5.87 3.83  C40 1.386, C42 1.386, H46 1.083
42 C -0.30 5.19 4.17  C41 1.386, C43 1.387, H47 1.082
43 C -1.51 5.62 3.63  N38 1.332, C42 1.387, H48 1.085
44 H -0.60 8.13 1.79  C39 1.085
45 H 1.64 7.51 2.67  C40 1.082
46 H 1.81 5.55 4.23  C41 1.083
47 H -0.28 4.34 4.84  C42 1.082
48 H -2.43 5.11 3.86  C43 1.085
49 N 4.51 1.12 -0.42  C50 1.332, C54 1.329
50 C 5.64 1.82 -0.41  N49 1.332, C51 1.388, H55 1.085
51 C 6.76 1.46 0.33  C50 1.388, C52 1.387, H56 1.081
52 C 6.70 0.32 1.10  C51 1.387, C53 1.385, H57 1.082
53 C 5.52 -0.42 1.11  C52 1.385, C54 1.387, H58 1.082
54 C 4.46 0.02 0.33  N49 1.329, C53 1.387, H59 1.086
55 H 5.65 2.71 -1.03  C50 1.085
56 H 7.65 2.07 0.29  C51 1.081
57 H 7.55 0.01 1.70  C52 1.082
58 H 5.43 -1.32 1.71  C53 1.082
59 H 3.53 -0.53 0.31  C54 1.086
60 N 1.02 -3.72 -3.27  C61 1.331, C65 1.331
61 C 0.66 -3.15 -4.42  N60 1.331, C62 1.387, H66 1.085
62 C 0.88 -3.73 -5.66  C61 1.387, C63 1.386, H67 1.081
63 C 1.52 -4.96 -5.71  C62 1.386, C64 1.386, H68 1.082
64 C 1.91 -5.56 -4.52  C63 1.386, C65 1.387, H69 1.081
65 C 1.64 -4.90 -3.33  N60 1.331, C64 1.387, H70 1.085
66 H 0.16 -2.19 -4.33  C61 1.085
67 H 0.56 -3.23 -6.56  C62 1.081
68 H 1.72 -5.45 -6.65  C63 1.082
69 H 2.42 -6.51 -4.50  C64 1.081
70 H 1.92 -5.33 -2.38  C65 1.085
71 N -3.14 -7.38 -1.72  C72 1.332, C76 1.332
72 C -3.81 -6.42 -2.36  N71 1.332, C73 1.387, H77 1.085
73 C -5.13 -6.09 -2.11  C72 1.387, C74 1.385, H78 1.081
74 C -5.80 -6.81 -1.13  C73 1.385, C75 1.386, H79 1.082
75 C -5.13 -7.81 -0.45  C74 1.386, C76 1.387, H80 1.081
76 C -3.80 -8.05 -0.78  N71 1.332, C75 1.387, H81 1.085
77 H -3.24 -5.88 -3.12  C72 1.085
78 H -5.61 -5.30 -2.66  C73 1.081
79 H -6.84 -6.58 -0.90  C74 1.082
80 H -5.61 -8.39 0.32  C75 1.081
81 H -3.24 -8.83 -0.27  C76 1.085
82 N 3.20 3.50 4.72  C83 1.332, C87 1.331
83 C 2.61 2.60 5.50  N82 1.332, C84 1.387, H88 1.085
84 C 2.53 1.25 5.19  C83 1.387, C85 1.386, H89 1.082
85 C 3.10 0.81 4.00  C84 1.386, C86 1.385, H90 1.083
86 C 3.72 1.74 3.18  C85 1.385, C87 1.387, H91 1.084
87 C 3.75 3.06 3.59  N82 1.331, C86 1.387, H92 1.085
88 H 2.16 2.98 6.41  C83 1.085
89 H 2.03 0.57 5.86  C84 1.082
90 H 3.05 -0.23 3.72  C85 1.083
91 H 4.16 1.44 2.23  C86 1.084
92 H 4.22 3.81 2.97  C87 1.085

Its HOMO energy is -0.3215 hartree. The SMILES is C[C@@H](O)CPO.c1ccncc1.c1ccncc1.c1ccncc1.c1ccncc1.c1ccncc1.c1ccncc1.c1ccncc1. The HOMO-LUMO gap is 0.33766 hartree.

Results of the Mulliken charge analysis, in e, for atoms 1 through 2: atom 1 (C): -1.409, atom 2 (C): 0.623


# 2
Below is 2 unconnected molecules or ions with the total composition H6N2Si at a distorted geometry, with properties calculated with ωB97M-V with the def2-TZVPD basis set.

Bonds (Å) are listed after each position.
Element x y z (Å)
1 N 1.33 -0.79 0.24  N2 1.301, H4 1.013, H5 0.962
2 N 0.49 -0.07 -0.44  N1 1.301, Si3 1.747
3 Si -0.95 0.79 0.03  N2 1.747, H7 1.441, H8 1.594, H9 1.401
4 H 1.29 -1.05 1.22  N1 1.013
5 H 2.23 -0.68 -0.08  N1 0.962
6 H -0.43 -1.39 -1.59  no bonds
7 H -1.05 1.87 -0.92  Si3 1.441
8 H -0.62 0.98 1.58  Si3 1.594
9 H -2.28 0.34 -0.05  Si3 1.401

Its HOMO energy (spin up / spin down) is -0.3027 / -0.3307 hartree. As for the relative energy (zero: lowest compared OMol25 entry of this formula, charge and spin): 370.1 kJ/mol. The HOMO-LUMO gap (spin up / spin down) is 0.30371 / 0.33489 hartree.

Results of the Mulliken charge analysis, in e, for atoms 1 through 2: atom 1 (N): -0.188, atom 2 (N): -0.373